This record from the OMol25 dataset describes a single C4H7NO2 molecule. The level of theory is the ωB97M-V functional and the def2-TZVPD basis.

Results
- SMILES = C[C@@H](C=O)C(N)=O
- ΔE to the lowest compared entry with this formula, charge and spin (kJ/mol) = 48.5
- orbital gap (eV) = 10.341
- maximum force (eV Å⁻¹) = 0.50

```
! RIJCOSX wB97M-V def2-TZVPD def2/J DEFGRID3
* xyz 0 1
C -0.55 1.23 0.50
C 0.43 0.25 -0.16
C 1.77 0.25 0.57
O 2.31 1.27 0.91
C -0.12 -1.18 -0.27
N -1.29 -1.29 -0.96
O 0.45 -2.14 0.21
H -0.92 0.84 1.45
H -0.02 2.17 0.69
H -1.41 1.45 -0.14
H 0.65 0.60 -1.18
H 2.21 -0.74 0.75
H -1.76 -0.49 -1.36
H -1.68 -2.20 -1.09
*
```

---

This record from the OMol25 dataset describes a 7-piece molecular cluster, C28H42O21 overall in a non-equilibrium geometry. The level of theory is the ωB97M-V functional and the def2-TZVPD basis.

Results
- ΔE to the lowest compared entry with this formula, charge and spin (kJ/mol) = 368.0
- orbital gap (spin up / spin down) (eV) = 9.033 / 2.767
- maximum force (eV Å⁻¹) = 6.98

```
! RIJCOSX wB97M-V def2-TZVPD def2/J DEFGRID3
* xyz 1 2
C 0.55 -1.37 0.21
C 0.66 -0.07 1.01
C 2.03 0.74 0.78
O 1.53 2.08 0.53
C 0.18 2.15 0.48
O -0.48 3.12 0.50
O -0.26 0.90 0.55
H 0.53 -1.15 -0.86
H -0.32 -1.94 0.52
H 1.35 -2.06 0.49
H 0.62 -0.19 2.09
H 2.61 0.52 -0.12
H 2.75 0.63 1.59
C -3.91 -1.24 -2.30
C -3.19 -1.76 -1.05
C -3.48 -1.06 0.31
O -3.89 -2.16 1.21
C -3.87 -3.29 0.59
O -4.02 -4.39 1.05
O -3.55 -3.03 -0.76
H -3.43 -1.54 -3.23
H -4.00 -0.16 -2.22
H -4.85 -1.75 -2.53
H -2.15 -1.65 -1.34
H -4.28 -0.32 0.19
H -2.65 -0.57 0.80
C 4.10 -1.48 -3.16
C 2.95 -1.31 -4.22
C 1.50 -1.36 -3.71
O 1.15 -0.07 -3.66
C 1.91 0.65 -4.54
O 1.72 1.82 -4.80
O 2.89 -0.16 -5.00
H 5.00 -1.26 -3.73
H 4.20 -2.54 -2.95
H 4.21 -0.81 -2.30
H 3.06 -2.16 -4.90
H 1.40 -1.81 -2.73
H 0.95 -1.99 -4.41
C -5.33 4.96 -0.01
C -3.98 4.57 -0.73
C -3.90 3.33 -1.60
O -3.22 3.88 -2.77
C -2.94 5.13 -2.68
O -2.47 5.77 -3.59
O -3.48 5.65 -1.55
H -5.10 5.56 0.87
H -5.76 4.02 0.34
H -6.20 5.43 -0.47
H -3.16 4.24 -0.09
H -4.94 3.17 -1.85
H -3.69 2.37 -1.11
C -0.51 6.30 0.20
C -0.35 7.69 0.74
C 1.04 8.41 0.86
O 0.65 9.56 0.19
C -0.55 9.56 -0.30
O -1.09 10.53 -0.90
O -1.11 8.49 -0.08
H 0.12 6.06 -0.66
H -1.52 6.11 -0.16
H -0.26 5.49 0.89
H -0.80 7.92 1.71
H 1.87 7.77 0.57
H 1.35 8.63 1.88
C -0.54 -4.67 1.65
C -0.08 -5.92 0.94
C 1.09 -6.03 -0.07
O 2.00 -6.85 0.56
C 1.42 -7.40 1.67
O 2.02 -8.18 2.37
O 0.24 -6.90 1.86
H -0.99 -5.10 2.55
H -1.28 -4.04 1.16
H 0.18 -3.94 2.01
H -0.93 -6.36 0.42
H 1.59 -5.06 -0.04
H 0.70 -6.43 -1.00
C 5.40 -4.14 4.14
C 4.23 -3.72 3.29
C 3.21 -4.90 3.26
O 2.00 -4.12 3.44
C 2.34 -2.90 3.95
O 1.50 -2.06 4.23
O 3.51 -2.59 3.72
H 6.39 -3.84 3.78
H 5.32 -5.18 4.46
H 5.23 -3.68 5.11
H 4.52 -3.47 2.27
H 3.41 -5.74 3.93
H 3.32 -5.35 2.27
*
```

---

This record from the OMol25 dataset describes C36H75AsF15O18 as an isolated structure in a non-equilibrium geometry. The level of theory is the ωB97M-V functional and the def2-TZVPD basis.

Results
- ΔE to the lowest compared entry with this formula, charge and spin (kJ/mol) = 285.9
- orbital gap (eV) = 9.596
- maximum force (eV Å⁻¹) = 7.01

```
! RIJCOSX wB97M-V def2-TZVPD def2/J DEFGRID3
* xyz -1 1
As -0.25 -0.42 0.24
F 1.21 0.05 -0.65
F -0.49 -1.82 -0.90
F -1.72 -0.82 1.01
F 0.13 1.03 1.31
F -1.13 0.67 -0.87
F 0.65 -1.45 1.39
C -1.61 -3.18 6.26
O -0.76 -4.04 7.05
C -1.19 -5.39 7.14
C -2.49 -5.67 7.92
O -3.68 -5.27 7.19
C -3.88 -5.95 6.01
H -1.10 -2.23 6.12
H -2.53 -3.03 6.82
H -1.92 -3.53 5.27
H -0.48 -5.91 7.78
H -1.07 -5.95 6.21
H -2.41 -4.98 8.76
H -2.64 -6.68 8.33
H -3.11 -5.79 5.25
H -4.77 -5.58 5.51
H -3.93 -7.02 6.21
C -6.02 4.19 6.44
O -4.68 4.38 6.83
C -3.77 3.53 6.21
C -2.50 3.41 7.08
O -2.67 2.76 8.33
C -3.33 3.54 9.39
H -6.55 3.29 6.72
H -6.07 4.28 5.35
H -6.68 4.99 6.78
H -3.46 3.87 5.22
H -4.05 2.49 6.10
H -1.93 4.34 7.17
H -1.86 2.78 6.47
H -2.95 4.56 9.37
H -3.15 3.06 10.35
H -4.41 3.52 9.29
C -4.67 -6.65 -1.77
O -4.98 -7.78 -0.97
C -5.97 -7.56 -0.03
C -6.32 -8.85 0.74
O -7.19 -9.69 -0.09
C -6.54 -10.26 -1.22
H -4.24 -5.81 -1.22
H -5.52 -6.39 -2.40
H -3.94 -6.95 -2.53
H -6.86 -7.11 -0.47
H -5.69 -6.76 0.66
H -6.80 -8.63 1.69
H -5.40 -9.35 1.04
H -7.20 -10.99 -1.69
H -5.68 -10.79 -0.82
H -6.15 -9.53 -1.93
C 4.99 -5.84 3.71
O 6.27 -5.81 3.04
C 6.19 -6.00 1.58
C 7.54 -6.11 0.99
O 8.31 -7.17 1.57
C 9.33 -7.67 0.74
H 4.40 -6.74 3.88
H 4.30 -5.11 3.30
H 5.24 -5.46 4.70
H 5.67 -5.18 1.08
H 5.64 -6.92 1.37
H 8.09 -5.17 1.07
H 7.53 -6.24 -0.09
H 8.94 -8.09 -0.19
H 9.77 -8.49 1.31
H 10.08 -6.92 0.52
C -5.48 5.92 -1.81
O -6.31 6.88 -2.56
C -5.95 6.99 -3.91
C -6.51 8.34 -4.46
O -7.90 8.54 -4.23
C -8.30 9.85 -3.97
H -5.54 6.08 -0.74
H -4.45 6.00 -2.15
H -5.67 4.85 -1.88
H -6.16 6.11 -4.51
H -4.86 7.04 -4.00
H -6.28 8.49 -5.52
H -6.00 9.07 -3.84
H -8.05 10.27 -3.00
H -9.38 9.91 -4.10
H -7.80 10.45 -4.73
C 5.13 1.94 3.56
O 5.80 2.97 4.28
C 4.99 4.20 4.24
C 5.64 5.45 4.96
O 6.92 5.91 4.50
C 7.94 4.97 4.74
H 5.02 2.19 2.50
H 4.14 1.93 4.01
H 5.60 0.96 3.61
H 4.00 4.04 4.66
H 4.91 4.41 3.18
H 5.62 5.22 6.02
H 5.00 6.31 4.77
H 8.81 5.56 4.46
H 7.87 4.07 4.12
H 7.87 4.68 5.79
C 3.87 5.39 -3.45
C 2.54 6.03 -3.32
O 2.56 7.30 -4.03
C 1.52 8.19 -3.95
O 0.50 7.98 -3.17
C 1.67 9.59 -4.66
F 2.28 10.35 -3.75
F 2.46 9.48 -5.70
F 0.45 10.05 -5.03
H 4.10 4.64 -2.69
H 4.66 6.12 -3.34
H 4.08 5.02 -4.45
H 2.31 6.35 -2.31
H 1.72 5.35 -3.55
C -0.38 1.02 -6.92
C -1.76 1.76 -6.94
O -1.71 2.80 -7.90
C -2.85 3.23 -8.46
O -3.94 2.79 -8.05
C -2.67 4.37 -9.48
F -1.48 5.01 -9.29
F -2.86 3.98 -10.75
F -3.64 5.24 -9.30
H 0.46 1.71 -6.94
H -0.17 0.38 -7.78
H -0.34 0.42 -6.01
H -1.96 2.14 -5.94
H -2.45 0.96 -7.19
C 5.15 -3.84 -4.72
C 5.36 -3.81 -6.23
O 6.34 -4.75 -6.62
C 6.37 -5.17 -7.92
O 5.84 -4.55 -8.85
C 7.29 -6.44 -8.16
F 7.56 -7.07 -7.05
F 6.71 -7.31 -9.04
F 8.45 -6.06 -8.66
H 6.07 -3.70 -4.15
H 4.68 -4.80 -4.53
H 4.50 -3.00 -4.50
H 5.78 -2.84 -6.49
H 4.42 -3.91 -6.76
*
```

---

This record from the OMol25 dataset describes C32H45N4O4PdS4Si3 as an isolated structure. The level of theory is the ωB97M-V functional and the def2-TZVPD basis.

Results
- ΔE to the lowest compared entry with this formula, charge and spin (kJ/mol) = 14.1
- orbital gap (spin up / spin down) (eV) = 7.339 / 6.693
- maximum force (eV Å⁻¹) = 0.54

```
! RIJCOSX wB97M-V def2-TZVPD def2/J DEFGRID3
* xyz -1 3
Pd -1.58 -0.60 -0.11
C -2.08 0.87 4.48
Si -1.71 0.83 2.62
C -3.08 1.82 1.81
C -0.14 1.84 2.36
C -1.52 -0.91 2.02
Si 0.17 -1.67 2.22
C 1.54 -0.80 1.25
C 0.26 -3.48 1.69
C 0.69 -1.61 4.04
Si -2.92 -2.06 2.35
C -2.83 -2.97 4.00
C -4.62 -1.29 2.24
C -2.84 -3.32 0.93
C -3.19 -4.66 0.96
C -3.03 -5.44 -0.18
C -2.52 -4.85 -1.32
C -2.20 -3.50 -1.29
N -2.36 -2.77 -0.20
H -2.15 1.89 4.85
H -1.30 0.35 5.06
H -3.03 0.37 4.70
H -3.21 2.74 2.40
H -4.03 1.30 1.77
H -2.80 2.11 0.79
H -0.28 2.83 2.79
H 0.07 1.97 1.29
H 0.74 1.40 2.83
H 1.18 -0.06 0.53
H 2.10 -1.55 0.68
H 2.23 -0.29 1.93
H 0.15 -3.57 0.61
H -0.47 -4.12 2.18
H 1.26 -3.85 1.95
H 0.74 -0.58 4.39
H 1.67 -2.06 4.18
H -0.03 -2.14 4.67
H -2.76 -2.24 4.81
H -1.95 -3.62 4.06
H -3.72 -3.58 4.18
H -4.77 -0.51 3.00
H -5.38 -2.06 2.41
H -4.79 -0.85 1.26
H -3.57 -5.10 1.88
H -3.28 -6.49 -0.17
H -2.37 -5.42 -2.23
H -1.78 -2.99 -2.15
S -3.84 5.10 -3.83
C -3.45 3.74 -2.95
S -4.39 2.28 -3.07
C -3.29 1.46 -1.99
N -2.35 2.23 -1.56
N -2.43 3.49 -2.10
C -1.33 4.34 -1.76
C -0.11 3.71 -1.49
C 1.00 4.49 -1.18
C 0.89 5.87 -1.12
C -0.33 6.47 -1.37
C -1.45 5.72 -1.69
S -3.49 -0.20 -1.55
H -0.04 2.63 -1.53
H 1.95 4.00 -1.01
H 1.76 6.47 -0.89
H -0.42 7.55 -1.31
H -2.39 6.19 -1.89
C 5.30 -2.52 0.14
C 5.12 -1.37 -0.81
C 5.46 -1.50 -2.15
C 5.23 -0.47 -3.05
C 4.65 0.71 -2.59
C 4.34 0.87 -1.25
C 4.58 -0.17 -0.37
S 4.18 1.96 -3.75
O 5.09 1.92 -4.86
O 3.97 3.16 -3.00
N 2.74 1.46 -4.34
C 1.65 1.14 -3.41
C 1.48 -0.36 -3.20
C 0.49 -0.73 -2.11
O -0.16 0.25 -1.61
O 0.38 -1.92 -1.78
H 6.11 -3.18 -0.17
H 4.39 -3.12 0.19
H 5.51 -2.17 1.15
H 5.91 -2.42 -2.51
H 5.49 -0.57 -4.09
H 3.91 1.80 -0.91
H 4.32 -0.05 0.68
H 2.87 0.83 -5.12
H 0.73 1.59 -3.78
H 1.86 1.64 -2.46
H 2.44 -0.82 -2.95
H 1.14 -0.83 -4.13
*
```

---

This record from the OMol25 dataset describes C6H10O as an isolated structure in a non-equilibrium geometry. The level of theory is the ωB97M-V functional and the def2-TZVPD basis.

Results
- ΔE to the lowest compared entry with this formula, charge and spin (kJ/mol) = 300.5
- orbital gap (eV) = 9.854
- maximum force (eV Å⁻¹) = 4.18

```
! RIJCOSX wB97M-V def2-TZVPD def2/J DEFGRID3
* xyz 0 1
C -1.28 -0.21 0.41
C -0.87 -1.52 -0.04
O 0.78 -1.22 -0.78
C 1.65 -0.55 0.10
C 1.54 0.97 0.09
C 0.40 1.62 -0.14
C -0.91 0.93 -0.53
H -1.14 0.04 1.47
H -2.32 -0.76 0.29
H -1.10 -2.29 0.74
H -1.21 -1.79 -1.02
H 1.39 -0.86 1.12
H 2.72 -0.82 -0.03
H 2.43 1.55 0.35
H 0.36 2.71 -0.05
H -0.78 0.51 -1.54
H -1.72 1.66 -0.52
*
```

---

This record from the OMol25 dataset describes C41H65CeIN3O3P2SSi4Te as an isolated structure in a non-equilibrium geometry. The level of theory is the ωB97M-V functional and the def2-TZVPD basis.

Results
- ΔE to the lowest compared entry with this formula, charge and spin (kJ/mol) = 18.8
- orbital gap (spin up / spin down) (eV) = 5.087 / 5.090
- maximum force (eV Å⁻¹) = 3.47

```
! RIJCOSX wB97M-V def2-TZVPD def2/J DEFGRID3
* xyz -2 2
Ce 0.03 -1.36 -0.14
C 2.67 7.41 0.81
S 1.00 6.72 1.02
C 1.26 5.01 1.67
C 0.24 4.71 2.81
C 0.32 3.26 3.23
N 0.06 2.28 2.18
P -1.47 1.88 1.61
C -2.56 1.84 3.06
C -2.92 2.95 3.86
C -3.66 2.77 4.96
C -4.08 1.48 5.34
C -3.79 0.42 4.50
C -3.03 0.61 3.34
C -1.98 3.40 0.77
C -3.21 4.10 1.01
C -3.52 5.23 0.28
C -2.65 5.75 -0.67
C -1.47 5.06 -0.97
C -1.19 3.85 -0.29
P 1.15 0.93 1.98
C 2.68 1.97 1.73
C 3.58 2.37 2.77
C 4.57 3.28 2.44
C 4.79 3.79 1.17
C 3.98 3.32 0.10
C 2.92 2.46 0.39
C 1.26 0.33 3.69
C 2.37 -0.48 4.02
C 2.39 -1.16 5.20
C 1.39 -1.01 6.13
C 0.39 -0.08 5.90
C 0.29 0.52 4.69
H 2.54 8.43 1.25
H 2.89 7.39 -0.24
H 3.28 6.85 1.44
H 2.24 4.82 2.04
H 1.13 4.36 0.83
H -0.78 4.97 2.55
H 0.49 5.33 3.61
H -0.24 2.97 4.07
H 1.38 3.20 3.63
H -2.52 3.97 3.67
H -3.93 3.65 5.56
H -4.57 1.23 6.25
H -4.23 -0.53 4.84
H -2.83 -0.26 2.71
H -3.92 3.70 1.74
H -4.59 5.51 0.31
H -2.97 6.70 -1.19
H -0.87 5.41 -1.78
H -0.40 3.29 -0.59
H 3.53 2.06 3.77
H 5.17 3.72 3.23
H 5.63 4.45 1.08
H 4.16 3.67 -0.92
H 2.36 2.11 -0.42
H 3.14 -0.65 3.31
H 3.20 -1.86 5.33
H 1.40 -1.62 7.01
H -0.32 0.04 6.66
H -0.54 1.17 4.47
C -4.01 -0.14 -2.77
C -2.67 -0.33 -2.10
N -2.46 -1.23 -1.24
O -3.55 -1.98 -0.90
C -1.68 0.60 -2.49
C -1.79 1.69 -3.52
N -0.66 0.58 -1.68
O 0.30 1.46 -1.58
H -4.35 0.89 -2.49
H -4.78 -0.82 -2.35
H -3.87 -0.24 -3.88
H -3.24 -2.59 -0.14
H -2.13 1.33 -4.50
H -0.82 2.14 -3.69
H -2.40 2.40 -3.07
O -3.61 -3.68 4.83
H -3.10 -3.19 4.14
H -3.05 -4.40 4.93
I 3.39 -1.30 0.13
Te -1.41 -2.95 1.89
C 3.73 -1.85 -3.53
Si 2.05 -2.46 -4.05
C 2.27 -3.65 -5.51
C 1.25 -0.88 -4.77
Si 0.64 -3.35 -2.30
Si -1.13 -4.19 -3.69
C -1.73 -2.87 -4.85
C -0.83 -5.82 -4.73
C -2.74 -4.66 -2.78
Si 1.58 -5.39 -1.50
C 0.31 -6.25 -0.42
C 3.12 -4.93 -0.48
C 2.27 -6.64 -2.74
H 4.18 -1.31 -4.47
H 4.47 -2.60 -3.20
H 3.71 -1.14 -2.73
H 2.22 -3.16 -6.45
H 1.40 -4.37 -5.48
H 3.18 -4.23 -5.45
H 2.12 -0.28 -5.01
H 0.63 -0.32 -4.02
H 0.65 -0.99 -5.66
H -2.12 -2.02 -4.28
H -2.54 -3.21 -5.52
H -0.87 -2.48 -5.40
H 0.00 -5.93 -5.42
H -1.69 -5.77 -5.37
H -0.78 -6.71 -4.03
H -3.22 -3.76 -2.39
H -2.49 -5.41 -2.01
H -3.40 -5.11 -3.52
H 0.44 -5.69 0.54
H 0.67 -7.29 -0.25
H -0.78 -6.20 -0.75
H 2.81 -4.24 0.33
H 3.85 -4.50 -1.13
H 3.46 -5.85 0.05
H 1.63 -7.02 -3.53
H 2.96 -7.43 -2.44
H 2.95 -5.99 -3.35
*
```